P.
Here is an isolated molecule of C4H7ClO from OMol25. Energies are from ωB97M-V/def2-TZVPD.

```
13
Properties=species:S:1:pos:R:3:lowdin_charge:R:1
C 0.15006 -0.65260 1.07382 -0.084
H -0.66743 -0.10406 1.54330 0.120
H 0.55147 -1.42360 1.68178 0.102
O 0.89701 1.57186 0.34161 -0.019
C 1.06732 0.20798 0.29653 -0.861
H -1.96581 -0.50111 -0.19462 0.085
H -1.35407 0.43263 -1.78069 0.101
H -1.31340 1.02128 -0.20287 0.082
Cl 2.70949 -0.33749 -0.13697 0.652
C -1.24425 0.07181 -0.73774 -0.097
C -0.01285 -0.60751 -0.41772 -0.335
H 0.16767 -1.56511 -0.89537 0.137
H 1.01477 1.88591 -0.57105 0.117
```

Its multiplicity is 1. As for the LUMO energy: 0.80 eV. As for the SMILES: C[C@@H]1C[C@@]1(O)Cl. Its molar mass is 106.6 g/mol. The value obtained for the HOMO energy is -9.66 eV.


Q.
Here is a cluster of 2 separate species, C4H7ClO in total from OMol25. Energies are from ωB97M-V/def2-TZVPD.

```
13
Properties=species:S:1:pos:R:3:lowdin_charge:R:1
H -1.03046 -1.83564 0.38168 0.043
H 1.80070 2.27068 0.76982 0.059
H -0.41319 -0.34291 -0.40169 0.103
H 0.72033 -3.23736 -0.04036 0.079
Cl 0.37434 -1.64028 2.18109 0.401
C -0.14326 -1.19342 0.27178 -0.339
C 0.74270 2.28629 0.51082 -0.063
C -0.01799 1.66972 1.39163 -0.132
H 0.39579 1.30166 2.30237 0.018
O 0.84988 -1.96909 -1.75307 -0.025
H 0.42779 2.65743 -0.41148 0.031
H -1.06797 1.38358 1.28501 0.057
C 0.50695 -2.35667 -0.56541 -0.232
```

Its multiplicity is 1. As for the LUMO energy: -0.64 eV. As for the SMILES: O=CCCl.C=C. Its molar mass is 106.6 g/mol. The value obtained for the HOMO energy is -10.25 eV.


What should be chosen as the least stable of them? Choose Q.


P.
Here is a cluster of 2 separate species, C5H8NO in total from OMol25. Energies are from ωB97M-V/def2-TZVPD.

```
15
Properties=species:S:1:pos:R:3:lowdin_charge:R:1
C 0.37581 0.63943 0.82441 -0.149
C -0.03029 0.58018 -0.64099 -0.425
H -1.00049 -2.29094 0.55290 0.055
C -1.24698 1.32741 -1.16994 -0.157
H -2.21094 1.04948 -0.63124 0.049
O -1.00782 -2.58365 2.42158 -0.165
H -1.51429 1.45658 -2.24325 0.055
H 0.23337 1.57032 1.35186 0.044
H 2.21186 -1.17082 -2.79033 -0.088
C 0.82244 -0.10355 -1.51677 -0.288
N -0.48529 -2.00327 1.39548 0.006
C 1.44038 -0.85299 -2.21921 -0.022
H -1.04410 2.36505 -0.76235 0.046
H -0.10532 -0.10366 1.44084 -0.010
H 1.34376 0.20066 0.83450 0.049
```

Its multiplicity is 1. As for the LUMO energy (spin up / spin down): 3.25 / 2.76 eV. Its molar mass is 98.1 g/mol. As for the charge: -1. The value obtained for the HOMO energy (spin up / spin down) is -1.15 / -0.74 eV.


Q.
Here is the ion C5H8NO with charge -1 from OMol25. Energies are from ωB97M-V/def2-TZVPD.

```
15
Properties=species:S:1:pos:R:3:lowdin_charge:R:1
H -0.40750 -1.57527 1.11185 0.131
C -0.36823 1.69684 -0.95351 -0.042
H 1.21581 -0.91448 -1.16886 0.056
C 0.47568 0.39725 0.93422 -0.245
N -1.53808 -0.34173 -0.43952 -0.160
O -2.62466 -0.07839 0.16366 -0.209
C -0.35942 -0.73014 0.34114 -0.448
H -0.47030 2.62762 -1.50872 -0.031
H 1.08036 -2.33138 -0.03069 0.077
H 0.03045 0.62049 1.93492 0.102
C 0.45315 1.67392 0.09773 -0.310
C 0.49543 -1.57588 -0.68334 -0.104
H 0.73582 2.69843 0.52627 0.068
H -0.19163 -2.15053 -1.26258 0.040
H 1.47313 -0.01675 0.93743 0.075
```

Its multiplicity is 1. As for the LUMO energy (spin up / spin down): 4.38 / 4.39 eV. Its molar mass is 98.1 g/mol. As for the charge: -1. The value obtained for the HOMO energy (spin up / spin down) is -2.15 / -1.91 eV.


R.
Here is a cluster of 2 separate species, C5H8NO in total from OMol25. Energies are from ωB97M-V/def2-TZVPD.

```
15
Properties=species:S:1:pos:R:3:lowdin_charge:R:1
H 3.08411 -0.87291 -1.48603 -0.006
H 2.01393 1.23757 2.04799 0.030
C 2.35121 0.62699 0.05401 -0.459
H -1.05789 -1.76301 -0.72786 0.047
C 1.84848 1.44638 0.96496 -0.169
C 2.64119 -0.29493 -0.64341 -0.037
H 0.38127 -0.27432 -0.49094 0.045
H -1.05982 -1.24105 0.91755 0.062
C -1.43105 -1.01105 -0.06812 -0.092
H -0.89967 0.64354 -1.38304 0.078
O -1.27460 2.28943 0.66519 -0.150
H 1.58695 2.49124 0.70573 0.027
H -2.49041 -0.94492 -0.07658 0.044
C -0.57430 0.24642 -0.48414 -0.283
N -0.78757 1.11656 0.61629 -0.138
```

Its multiplicity is 1. As for the LUMO energy (spin up / spin down): 4.19 / 4.19 eV. Its molar mass is 98.1 g/mol. As for the charge: -1. The value obtained for the HOMO energy (spin up / spin down) is -1.72 / -1.72 eV.


What should be chosen as the least stable of them? Choose P.


P.
Here is an isolated molecule of C2H7N3OS from OMol25. Energies are from ωB97M-V/def2-TZVPD.

```
14
Properties=species:S:1:pos:R:3:lowdin_charge:R:1
H 1.47482 1.50875 1.03087 0.179
O -0.63721 2.45160 -0.03162 -0.121
C -1.17097 -1.68743 -0.04550 -0.135
N 1.43813 0.97244 -0.03707 -0.435
H -1.57664 0.73021 -0.51196 0.106
N 0.09706 -1.02463 -0.09818 -0.029
H -1.05419 -2.77007 0.13101 0.073
S 2.90451 0.03531 -0.08950 0.615
H 2.34193 -1.32349 0.47964 -0.020
N -0.86953 1.08699 0.09431 -0.045
H 0.17895 2.64502 -0.77198 0.193
C 0.23900 0.20551 0.02076 -0.567
H -1.70361 -1.48459 -1.04402 0.108
H -1.66225 -1.34562 0.87324 0.080
```

Its multiplicity is 1. As for the LUMO energy: 0.55 eV. As for the SMILES: C/N=C(\NO)NS. Its molar mass is 121.2 g/mol. The value obtained for the HOMO energy is -9.03 eV.


Q.
Here is an isolated molecule of C2H7N3OS from OMol25. Energies are from ωB97M-V/def2-TZVPD.

```
14
Properties=species:S:1:pos:R:3:lowdin_charge:R:1
H -2.68483 -0.65542 -0.64163 0.107
H 2.19680 1.80615 -0.37446 0.120
H -1.95460 -1.95401 0.30031 0.090
O -0.64509 -0.62149 -0.65021 -0.205
N 0.46260 -0.93103 0.15485 -0.019
H -0.50633 1.60613 -0.60609 0.073
H -1.88136 -0.30249 0.96810 0.076
S 3.18192 -0.72293 -0.07664 0.552
N 0.19445 1.86909 0.07029 0.022
H -0.15734 1.63117 0.99548 0.086
H 0.66017 -1.93613 0.16151 0.130
C -1.83511 -0.87928 0.05335 -0.106
C 1.59975 -0.13025 -0.08360 -0.829
N 1.36897 1.22048 -0.27126 -0.098
```

Its multiplicity is 1. As for the LUMO energy: 0.67 eV. As for the SMILES: CONC(=S)NN. Its molar mass is 121.2 g/mol. The value obtained for the HOMO energy is -8.44 eV.


What should be chosen as the least stable of them? Choose P.


P.
Here is an isolated molecule of C2H7N3OS from OMol25. Energies are from ωB97M-V/def2-TZVPD.

```
14
Properties=species:S:1:pos:R:3:lowdin_charge:R:1
H 2.29124 -1.61943 -0.58286 0.093
H 1.16416 0.29691 -1.19499 0.023
H -2.02969 1.24203 0.70335 0.047
H 1.59090 -3.32474 -0.86337 0.082
H -1.53094 -1.26491 1.21926 0.133
N 0.41501 0.49277 -0.63492 -0.301
C -0.08325 -0.62943 -0.01568 -0.568
S 0.55789 1.97223 0.23285 0.775
H 1.27296 -2.02646 -2.00837 0.050
N 0.21937 -1.83937 -0.16939 0.031
N -1.10475 -0.39047 0.90350 -0.051
O -2.16301 0.36123 0.35206 -0.067
H 1.01126 1.50065 1.42049 -0.119
C 1.40001 -2.21892 -0.97266 -0.128
```

Its multiplicity is 1. As for the LUMO energy: 0.64 eV. As for the SMILES: C/N=C(/NO)NS. Its molar mass is 121.2 g/mol. The value obtained for the HOMO energy is -9.06 eV.


Q.
Here is a structure of composition C2H7N3OS from OMol25. Energies are from ωB97M-V/def2-TZVPD.

```
14
Properties=species:S:1:pos:R:3:lowdin_charge:R:1
H 1.30426 -0.92105 -0.34939 0.082
H 0.52697 -0.08533 -3.37887 0.173
N 0.87234 -0.32426 0.35937 -0.300
H 1.36939 0.49602 -1.89902 -0.006
H -2.39960 -0.22386 -1.52259 0.171
H 0.39011 2.01198 -2.61644 0.148
N -1.25629 0.45712 0.96336 0.115
O -1.73910 0.55052 -1.60643 -0.066
C 0.44949 0.79419 -2.29696 -0.036
N -0.53446 0.14531 -1.31832 -0.251
S 1.27520 -0.84313 2.06789 0.706
H -1.84985 1.06172 0.50283 -0.007
C -0.34546 0.16532 0.05304 -0.580
H -0.02703 -0.95778 2.46122 -0.148
```

Its multiplicity is 1. As for the LUMO energy: 0.51 eV. Its molar mass is 121.2 g/mol. The value obtained for the HOMO energy is -8.86 eV.


What should be chosen as the least stable of them? Choose Q.